{"formula": "HNO", "method": "ωB97M-V/def2-TZVPD", "species": ["O", "H", "N"], "coordinates": [[-0.4206, 0.7360, -0.4537], [0.7180, -0.4595, 0.2965], [-0.2974, -0.2765, 0.1572]], "lumo_energy_ev": -0.21, "gap_ha": 0.3450, "e_tot_ev": -3550.9277, "homo_ev": -9.60}

***

{"formula": "HNO2S", "method": "ωB97M-V/def2-TZVPD", "species": ["N", "S", "O", "H", "O"], "coordinates": [[-1.1316, -0.1452, 0.3701], [-2.5351, -0.3605, -0.0545], [0.0256, -0.1132, 0.5604], [1.9095, 0.7489, -0.2565], [1.7316, -0.1300, -0.6194]], "lumo_energy_ev": [-1.94, -1.94], "gap_ha": [0.2283, 0.2287], "e_tot_ev": -16429.6195, "homo_ev": [-8.16, -8.16]}

***

{"formula": "HNO2S2", "method": "ωB97M-V/def2-TZVPD", "species": ["N", "H", "S", "O", "S", "O"], "coordinates": [[1.5494, 0.2348, 2.1053], [-0.6717, 0.0601, -1.0613], [1.9233, 0.3461, 0.3202], [2.4141, -0.0635, 2.8346], [0.4017, 0.9915, -0.7575], [0.3231, 0.4872, 2.4217]], "lumo_energy_ev": -0.30, "gap_ha": 0.3676, "e_tot_ev": -27267.9172, "homo_ev": -10.30}

***

{"formula": "HNO2S2", "method": "ωB97M-V/def2-TZVPD", "species": ["O", "H", "S", "O", "S", "N"], "coordinates": [[2.2071, 0.4177, 1.0407], [-0.4764, -0.0917, 0.3079], [1.6136, -0.6135, -0.0238], [2.1278, -1.9123, 0.0520], [3.3171, 0.8005, -0.3533], [0.0624, -0.7912, -0.1535]], "lumo_energy_ev": -2.37, "gap_ha": 0.2847, "e_tot_ev": -27267.1779, "homo_ev": -10.12}

***

{"formula": "HNO3S", "method": "ωB97M-V/def2-TZVPD", "species": ["O", "O", "O", "H", "N", "S"], "coordinates": [[0.0012, -0.4421, -1.9898], [1.1244, 0.9319, -0.7647], [-0.6913, -0.1566, 0.0526], [-0.0768, 0.2550, 2.1543], [0.3376, 0.1177, -1.0166], [-0.6950, -0.7059, 1.5642]], "lumo_energy_ev": 0.02, "gap_ha": 0.3554, "e_tot_ev": -18478.4685, "homo_ev": -9.65}

***

{"formula": "HNO4S", "method": "ωB97M-V/def2-TZVPD", "species": ["O", "O", "H", "N", "S", "O", "O"], "coordinates": [[1.0640, 0.4625, 1.2734], [-0.5183, 0.7794, -0.4951], [-2.1832, -0.1854, 0.1442], [-1.6686, 0.7803, -0.0999], [1.0431, -0.2715, 0.0632], [0.3546, -1.5246, 0.1042], [1.9084, -0.0407, -0.9900]], "lumo_energy_ev": [-2.70, -2.70], "gap_ha": [0.3215, 0.3216], "e_tot_ev": -20526.7910, "homo_ev": [-11.45, -11.45]}

***

{"formula": "HNO5", "method": "ωB97M-V/def2-TZVPD", "species": ["H", "O", "O", "O", "O", "N", "O"], "coordinates": [[2.2741, -0.4403, 0.0975], [0.9351, 0.6025, -0.3806], [-2.0424, -1.0735, 0.1022], [-1.6880, 1.0345, 0.0722], [-0.0235, -0.3981, -0.4291], [-1.4278, -0.1099, 0.0186], [1.9724, 0.3848, 0.5192]], "lumo_energy_ev": 0.19, "gap_ha": 0.4192, "e_tot_ev": -11734.1535, "homo_ev": -11.22}

***

{"formula": "HNOS2", "method": "ωB97M-V/def2-TZVPD", "species": ["O", "N", "S", "H", "S"], "coordinates": [[2.0579, -1.7577, -0.6340], [-0.4967, -0.1650, 0.1323], [-1.0646, 1.2599, 0.2251], [-2.3629, 0.9272, 0.8268], [1.8664, -0.2644, -0.5502]], "lumo_energy_ev": [-1.56, -1.75], "gap_ha": [0.2505, 0.2316], "e_tot_ev": -25219.1446, "homo_ev": [-8.38, -8.05]}

***

Summary of largest force on an atom in Eh/bohr
0.012, 0.081, 0.124, 0.055, 0.042, 0.084, 0.071, 0.048
(order as listed above)
Summary of relative energy (zero: lowest compared OMol25 entry of this formula, charge and spin) in kcal/mol
0.00, 114.88, 32.25, 49.30, 50.63, 29.37, 6.87, 63.38
(order as listed above)